Entry 1:
The following is a DFT calculation (ωB97M-V with the def2-TZVPD basis set) of a molecular structure, C16H35O12PS5.

Last column: Löwdin charge in e.
CARTESIAN COORDINATES (ANGSTROEM)
1 O 8.0734 -0.7041 1.3431  -0.375
2 P 7.1998 -1.8207 0.9759  0.571
3 O 5.6256 -1.5072 0.7625  -0.522
4 S 4.7372 -0.9723 2.0658  0.855
5 O 4.6007 0.4541 1.9757  -0.378
6 O 3.4283 -1.6509 1.4083  -0.280
7 H 7.1692 -2.8609 1.9154  0.022
8 H 7.4297 -2.4343 -0.2553  0.028
9 H 2.6540 -1.4816 1.9695  0.064
10 C 0.2476 1.0290 -2.2074  -0.219
11 C 1.6617 1.1870 -1.6408  -0.184
12 C 1.5736 0.8505 -0.1457  -0.200
13 S 0.2068 -0.3037 0.0264  0.697
14 O -0.8344 0.3233 0.8188  -0.340
15 O 0.6844 -1.6190 0.4130  -0.344
16 C -0.2883 -0.2958 -1.6891  -0.218
17 H 0.2315 1.0518 -3.2947  0.124
18 H -0.3868 1.8432 -1.8537  0.103
19 H 2.3494 0.5028 -2.1416  0.120
20 H 2.0406 2.1978 -1.7788  0.120
21 H 2.4812 0.3958 0.2390  0.074
22 H 1.3185 1.7268 0.4461  0.072
23 H -1.3713 -0.3778 -1.7464  0.096
24 H 0.1755 -1.1526 -2.1788  0.080
25 C -0.2914 2.3775 3.8790  -0.215
26 C 0.1774 3.5001 4.8168  -0.211
27 C 1.0232 4.4701 3.9828  -0.214
28 S 0.3974 4.3482 2.2991  0.667
29 O 1.4360 3.7909 1.4666  -0.325
30 O -0.2575 5.5718 1.9165  -0.322
31 C -0.8118 3.0667 2.6237  -0.233
32 H -1.0613 1.7589 4.3368  0.118
33 H 0.5480 1.7286 3.6200  0.117
34 H -0.6907 4.0222 5.2233  0.116
35 H 0.7502 3.1121 5.6575  0.113
36 H 0.9357 5.5056 4.3004  0.102
37 H 2.0714 4.1798 3.9510  0.105
38 H -0.8776 2.4113 1.7566  0.071
39 H -1.7661 3.5635 2.8003  0.106
40 C -4.2621 1.1233 -0.2226  -0.213
41 C -4.3740 2.6503 -0.1054  -0.205
42 C -3.7509 3.2516 -1.3703  -0.207
43 S -3.9742 2.0217 -2.6678  0.670
44 O -2.6732 1.5390 -3.0603  -0.320
45 O -4.9040 2.4982 -3.6562  -0.316
46 C -4.7395 0.7777 -1.6306  -0.225
47 H -4.8590 0.6140 0.5324  0.117
48 H -3.2219 0.8137 -0.0915  0.093
49 H -5.4250 2.9376 -0.0382  0.117
50 H -3.8736 3.0232 0.7869  0.106
51 H -4.2278 4.1726 -1.6945  0.103
52 H -2.6792 3.4085 -1.2636  0.100
53 H -4.4270 -0.2026 -1.9830  0.106
54 H -5.8184 0.8880 -1.7358  0.107
55 C -0.5219 -6.2774 -1.6380  -0.220
56 C 0.1081 -5.2496 -0.6861  -0.208
57 C 1.0842 -4.4034 -1.5097  -0.214
58 S 0.4467 -4.3994 -3.1883  0.668
59 O 1.3823 -5.0721 -4.0525  -0.317
60 O -0.0309 -3.0806 -3.5268  -0.330
61 C -0.9390 -5.4930 -2.8781  -0.229
62 H -1.3741 -6.7821 -1.1855  0.114
63 H 0.2130 -7.0376 -1.9103  0.119
64 H -0.6708 -4.6083 -0.2699  0.116
65 H 0.6187 -5.7270 0.1485  0.115
66 H 1.1340 -3.3721 -1.1667  0.070
67 H 2.0813 -4.8376 -1.5445  0.107
68 H -1.1042 -6.1001 -3.7648  0.107
69 H -1.8085 -4.8655 -2.6843  0.107

Summary:
Gap between HOMO and LUMO = 10.55 eV
Lowest unoccupied orbital energy = 0.129 eV

---

Entry 2:
The following is a DFT calculation (ωB97M-V with the def2-TZVPD basis set) of a molecular structure, C29H43N2O4SeW in a non-equilibrium geometry.

Last column: Löwdin spin population.
CARTESIAN COORDINATES (ANGSTROEM)
1 W -0.7821 0.1276 0.0661  1.645
2 C 4.7971 2.7785 4.9875  0.000
3 C 4.8372 2.0348 3.6545  0.000
4 C 5.4131 2.9742 2.5862  0.000
5 C 5.7486 0.8102 3.8023  0.000
6 C 3.4493 1.5771 3.2073  -0.001
7 C 3.3113 0.8863 2.0000  0.000
8 C 2.0531 0.5082 1.5843  0.014
9 Se 1.7827 -0.6162 0.0633  0.035
10 C 2.0285 0.4468 -1.5028  0.010
11 C 3.2844 0.7872 -1.9617  0.002
12 C 3.4115 1.3997 -3.2100  -0.002
13 C 2.2560 1.5891 -3.9610  0.001
14 C 0.9653 1.2369 -3.5429  -0.002
15 C 0.8956 0.6728 -2.2809  0.013
16 O -0.3241 0.2816 -1.7308  0.060
17 C -0.2712 1.4920 -4.4050  0.000
18 C 0.0968 2.1215 -5.7501  0.000
19 C -1.2185 2.4599 -3.6808  0.000
20 C -0.9835 0.1629 -4.6911  0.000
21 C 4.7989 1.8111 -3.7040  0.000
22 C 5.4038 2.8070 -2.7058  0.000
23 C 5.6919 0.5669 -3.7892  0.000
24 C 4.7472 2.4720 -5.0797  0.000
25 C 0.9315 0.7676 2.3683  0.016
26 O -0.2957 0.3538 1.8339  0.009
27 C 1.0096 1.4038 3.5912  -0.001
28 C 2.3032 1.7996 3.9631  0.001
29 C -0.2147 1.6858 4.4624  0.000
30 C -0.8904 0.3583 4.8362  0.000
31 C -1.1959 2.5862 3.6988  0.000
32 C 0.1647 2.3990 5.7611  0.000
33 H 5.8062 3.0925 5.2553  0.000
34 H 4.4263 2.1473 5.7971  0.000
35 H 4.1777 3.6758 4.9379  0.000
36 H 6.4074 3.3127 2.8814  0.000
37 H 4.7821 3.8539 2.4503  0.000
38 H 5.5105 2.4768 1.6197  0.000
39 H 6.7372 1.1210 4.1429  0.000
40 H 5.8787 0.2843 2.8551  0.000
41 H 5.3464 0.1029 4.5293  0.000
42 H 4.1776 0.6486 1.3974  0.000
43 H 4.1570 0.5719 -1.3598  0.000
44 H 2.3555 2.0405 -4.9344  0.000
45 H 0.5834 3.0907 -5.6330  0.000
46 H -0.8194 2.2844 -6.3181  0.000
47 H 0.7430 1.4773 -6.3485  0.000
48 H -0.7253 3.4140 -3.4885  0.000
49 H -1.5795 2.0646 -2.7321  0.000
50 H -2.0886 2.6567 -4.3093  0.000
51 H -0.3167 -0.5394 -5.1941  0.000
52 H -1.8366 0.3421 -5.3475  0.000
53 H -1.3550 -0.3076 -3.7814  0.000
54 H 5.5110 2.3709 -1.7112  0.000
55 H 4.7858 3.7019 -2.6163  0.000
56 H 6.3968 3.1130 -3.0383  0.000
57 H 5.8269 0.0958 -2.8145  0.000
58 H 6.6805 0.8416 -4.1597  0.000
59 H 5.2700 -0.1762 -4.4677  0.000
60 H 4.1384 3.3779 -5.0747  0.000
61 H 4.3562 1.7976 -5.8437  0.000
62 H 5.7554 2.7572 -5.3809  0.000
63 H 2.4133 2.3104 4.9054  0.000
64 H -1.2884 -0.1603 3.9654  0.000
65 H -1.7213 0.5518 5.5164  0.000
66 H -0.1906 -0.3078 5.3439  0.000
67 H -1.5518 2.1302 2.7749  0.000
68 H -0.7361 3.5451 3.4544  0.000
69 H -2.0673 2.7855 4.3246  0.000
70 H 0.8342 1.8015 6.3819  0.000
71 H -0.7452 2.5754 6.3349  0.000
72 H 0.6288 3.3696 5.5812  0.000
73 N -2.6421 -1.5035 -0.4650  0.090
74 N -3.8121 -0.7754 -0.2242  0.007
75 C -3.7543 0.5916 -0.0525  0.014
76 O -4.7146 1.2920 0.0104  0.000
77 O -2.4812 1.0495 0.0628  0.080
78 H -2.6024 -1.8276 -1.4293  0.003
79 H -2.6021 -2.3105 0.1500  0.003
80 H -4.7082 -1.1688 -0.4674  0.001

Summary:
Charge = +1
Gap between HOMO and LUMO (alpha / beta) = 7.45 / 7.57 eV
Lowest unoccupied orbital energy (alpha / beta) = -3.883 / -4.114 eV
Spin multiplicity = 3
⟨S²⟩ = 2.011

---

Entry 3:
The following is a DFT calculation (ωB97M-V with the def2-TZVPD basis set) of a molecular structure, C6H6N4NaSbSe4.

Last column: Löwdin charge in e.
CARTESIAN COORDINATES (ANGSTROEM)
1 Na 0.0674 -1.4026 -1.3924  0.092
2 Se -5.1669 -3.3075 0.3692  -0.385
3 Sb -2.8535 -2.5635 0.0767  -0.398
4 Se -2.0799 -2.5689 -2.3615  -0.251
5 Se -2.5084 -0.1943 0.9059  -0.228
6 Se -1.1436 -3.8399 1.3432  -0.330
7 N -0.2552 2.1730 0.2305  0.089
8 C -0.3393 3.3889 -0.3684  -0.112
9 C 0.7079 3.4486 -1.2475  -0.180
10 N 1.4154 2.2956 -1.2098  0.102
11 C 0.8057 1.5293 -0.3233  -0.301
12 C 1.2453 0.2132 0.0495  -0.352
13 N 2.1190 -0.4972 -0.6442  0.071
14 C 2.2976 -1.6461 0.0550  -0.174
15 C 1.5113 -1.6467 1.1716  -0.147
16 N 0.8537 -0.4606 1.1587  0.110
17 H -0.9963 1.7347 0.7731  -0.013
18 H -1.1084 4.0906 -0.1094  0.099
19 H 1.0057 4.2587 -1.8847  0.078
20 H 2.9905 -2.3921 -0.2875  0.098
21 H 1.3588 -2.3873 1.9328  0.061
22 H 0.0733 -0.2258 1.7624  0.072

Summary:
Charge = -2
Gap between HOMO and LUMO = 4.65 eV
Lowest unoccupied orbital energy = 3.838 eV

---

Entry 4:
The following is a DFT calculation (ωB97M-V with the def2-TZVPD basis set) of 2 unconnected molecules or ions with the total composition C3H4N2O2 in a non-equilibrium geometry.

Last column: Löwdin charge in e.
CARTESIAN COORDINATES (ANGSTROEM)
1 C 1.4514 0.9042 0.2145  -0.017
2 C -0.1907 -0.8703 -0.4610  -0.113
3 C 0.0879 0.4570 -0.2288  -0.467
4 N -1.9374 -0.0102 0.8933  0.067
5 N -0.2372 -1.9043 -1.1166  0.160
6 O -2.9864 -0.2244 0.5199  0.089
7 O -0.9193 1.2604 -0.1517  -0.055
8 H -0.6257 -2.7273 -0.6504  0.078
9 H 2.2187 0.1574 0.0101  0.081
10 H 1.6977 1.8277 -0.3139  0.088
11 H 1.4409 1.1297 1.2848  0.089

Summary:
Gap between HOMO and LUMO (alpha / beta) = 6.94 / 8.36 eV
Lowest unoccupied orbital energy (alpha / beta) = -1.003 / 0.158 eV

---

Entry 5:
The following is a DFT calculation (ωB97M-V with the def2-TZVPD basis set) of a molecular structure, C4H6O2.

Last column: Löwdin charge in e.
CARTESIAN COORDINATES (ANGSTROEM)
1 O 1.7374 0.1995 1.1195  0.099
2 C 0.7254 0.2183 0.2144  -0.559
3 C 0.6246 -0.7410 -0.9038  0.003
4 C -0.5290 -0.5923 0.0849  -0.126
5 C -1.1966 0.7524 -0.1363  -0.129
6 O 0.0712 1.4491 -0.0701  -0.018
7 H 0.5190 -0.4010 -1.9321  0.117
8 H 1.2162 -1.6403 -0.7567  0.117
9 H -0.8991 -1.4071 0.6959  0.134
10 H 1.3309 0.2595 1.9939  0.120
11 H -1.8426 1.0622 0.6931  0.122
12 H -1.7052 0.9154 -1.0926  0.121

Summary:
Gap between HOMO and LUMO = 10.26 eV
Lowest unoccupied orbital energy = 0.865 eV